44
Properties=species:S:1:pos:R:3:nbo_charge:R:1 method="wB97M-V/def2-TZVPD" lumo_energy_ev=0.49 total_energy_ev=-38844.992 homo_lumo_gap_ev=8.30 e_homo_ev=-7.815 smiles="CC(C)[C@H](C)NC(=O)CSc1nnc(-c2c[nH]c3ccccc23)o1"
H 4.8836 2.2825 0.6211 0.219
H 0.4104 1.6362 3.2263 0.254
H -4.8787 -2.2998 -3.1673 0.213
C -2.7539 -0.1792 -1.6625 -0.006
H -3.2560 -2.2264 -1.2819 0.236
C -4.5540 -0.2691 -3.7544 -0.209
H 2.0779 1.4041 3.8033 0.251
H 5.4971 0.6470 0.8620 0.201
H 2.0307 -1.8296 -1.8073 0.216
N 2.8499 0.6071 1.2428 -0.627
H 3.1773 -0.1213 1.8602 0.403
C 1.3437 1.0996 3.0567 -0.616
C 3.5218 0.7455 -0.0326 -0.052
C -1.7831 0.2239 -0.6900 -0.230
N -2.1852 1.9694 -2.0199 -0.510
C -1.4694 1.5388 -0.9513 0.039
H 5.4642 1.3489 -0.7602 0.213
O -0.3995 0.0525 1.2628 -0.435
C -3.8858 0.9166 -3.5320 -0.242
N -0.5766 -2.0989 1.6926 -0.302
C -1.2201 -0.5565 0.3596 0.472
H 3.9760 -0.3663 -1.7890 0.203
C 4.9350 1.2870 0.1865 -0.611
H 2.9422 1.4912 -0.5888 0.230
C 2.0559 -1.0124 -1.0911 -0.607
H -2.1385 2.8945 -2.4134 0.417
H -0.7677 2.1717 -0.4403 0.245
O 1.4092 2.3366 1.0070 -0.637
C 4.2628 -1.7069 -0.1434 -0.617
C -4.3324 -1.3933 -2.9539 -0.233
C 3.4962 -0.5756 -0.8268 -0.215
H 5.3056 -1.4444 0.0126 0.208
C -3.4381 -1.3664 -1.9061 -0.196
H 1.4630 -0.1903 -1.4868 0.212
C 1.8626 1.4152 1.6518 0.683
N -1.3365 -1.8265 0.6112 -0.300
H 4.2302 -2.5951 -0.7698 0.221
C -0.0370 -0.9793 2.0521 0.272
H 3.8151 -1.9647 0.8143 0.197
C -2.9823 0.9518 -2.4780 0.120
H 1.5910 -1.3649 -0.1738 0.203
H -5.2650 -0.3324 -4.5648 0.213
H -4.0577 1.7849 -4.1509 0.213
S 1.0734 -0.6845 3.3475 0.292